No. 1
Density functional theory data (ωB97M-V/def2-TZVPD) for C27H60F9MgO21S3 as an isolated structure.

Calculated values
highest occupied orbital energy = -6.667 eV
total charge = -1
multiplicity = 1

Geometry as XYZ:
```
121
Properties=species:S:1:pos:R:3:forces:R:3
Mg 5.6299 1.8273 1.3957 -1.0953 0.0381 0.2049
C 5.3907 3.9765 -5.0095 0.0087 -2.2979 1.2511
F 6.0275 4.2437 -6.1147 0.3452 0.1705 -0.9137
F 4.9894 5.1163 -4.4654 -0.3928 -0.0357 0.1118
F 4.3045 3.1732 -5.3093 1.1329 1.2199 0.4322
S 6.5884 3.0296 -3.7834 3.2953 -1.4347 -0.6396
O 7.1820 1.8221 -4.4125 -2.0276 1.5114 -0.0131
O 7.7091 3.9556 -3.5491 -1.8020 0.3716 0.0804
O 5.7692 2.6893 -2.6298 -0.5613 0.5032 0.3187
C -0.5708 -0.3164 -0.3378 1.9333 1.4812 2.0530
F -0.6967 -1.2953 0.5646 0.1783 -0.5502 -0.1453
F -0.0048 -0.7673 -1.4450 0.0337 -0.1696 0.0965
F -1.7484 0.1527 -0.5836 -2.1618 0.2608 -0.9626
S 0.3332 1.2073 0.4426 2.6118 0.8194 -0.8200
O -0.4493 1.7252 1.5480 -0.6122 -0.6213 -0.4922
O 1.6779 0.7833 0.9032 -0.6363 -0.5678 -0.0244
O 0.4673 2.0622 -0.7359 -0.8001 -0.4126 0.5950
C 5.4794 -4.4639 -0.0444 1.0306 0.9442 -1.6595
F 4.8152 -4.2105 -1.2310 0.8101 -0.5595 1.3312
F 4.6307 -4.2866 0.9350 -0.5965 -0.1987 0.6101
F 5.9130 -5.7466 -0.0424 -0.4544 0.9245 -0.1650
S 6.9591 -3.2349 0.1852 1.6899 0.9170 -0.6951
O 7.6028 -3.0106 -1.1255 -1.1087 -1.1777 1.7752
O 6.3884 -1.9639 0.6820 -0.6103 -0.5078 0.2416
O 7.7426 -3.9130 1.2260 -0.8397 0.3052 -1.0870
C -3.0104 6.8187 -2.8698 -0.4087 -0.6576 0.1807
O -3.7720 6.6774 -4.0602 -0.3683 2.4437 -0.7110
C -3.5908 5.6553 -5.0098 0.4090 -1.6719 2.9168
C -4.1888 5.8139 -6.3662 1.1300 1.4610 -0.3169
O -5.5332 6.1401 -6.4612 -1.1635 -0.3546 -0.0085
C -6.3501 5.1055 -5.9703 -0.9980 0.1012 1.3288
H -1.9524 6.5573 -2.8502 0.1107 -0.5808 -0.8061
H -3.5187 6.2190 -2.1148 0.2081 -0.0240 0.3640
H -2.9818 7.8542 -2.5309 -0.5949 0.1538 -0.3636
H -4.0618 4.8003 -4.5247 0.1528 -0.7457 -0.1372
H -2.5190 5.4571 -5.0223 0.1400 -0.3037 -0.7671
H -4.0073 4.9027 -6.9363 0.4247 -0.1392 -0.0437
H -3.6435 6.6643 -6.7755 -0.1251 -0.0386 -0.6938
H -6.2115 4.9936 -4.8949 0.3988 -0.2593 0.1796
H -6.2818 4.1161 -6.4226 0.6232 0.0398 -0.4615
H -7.4112 5.3539 -5.9911 0.0701 0.5632 -0.6540
C 1.8752 -2.1693 10.6575 0.0681 -0.7708 -0.1387
O 2.1185 -3.5541 10.2624 -0.4205 1.0566 0.1309
C 1.0690 -4.2016 9.5453 0.2638 1.1398 -0.4750
C 0.9387 -3.7208 8.1204 0.7243 1.0756 -0.9674
O 0.3052 -2.4567 7.8636 -0.4215 -2.0748 3.4585
C -0.0573 -2.2117 6.5764 0.0939 1.5999 -1.0432
H 1.9805 -1.3857 9.9072 0.1466 -0.5138 -0.7960
H 2.6356 -1.9271 11.4000 -0.2797 -0.2745 0.2670
H 0.8561 -2.0360 11.0206 -0.0071 -0.2240 0.4215
H 0.1086 -4.1369 10.0567 -0.0786 -0.0604 0.2905
H 1.3687 -5.2379 9.3891 0.0632 -0.0801 0.5972
H 0.5101 -4.5383 7.5408 -0.4051 0.1227 -0.2582
H 1.9499 -3.5392 7.7564 0.4537 -0.6502 -0.0967
H -0.9867 -1.6438 6.6189 -0.2364 -0.1809 -0.3387
H -0.1446 -3.0650 5.9037 0.0524 -0.1312 0.1214
H 0.7080 -1.5040 6.2577 -0.0122 -0.0205 -1.1863
C -8.9065 -7.4722 -7.0333 -0.8607 1.6682 -0.6849
O -7.5294 -7.8582 -7.1201 -1.3361 -0.0236 2.3388
C -7.0475 -7.7433 -5.7435 2.2671 0.0751 -0.0468
C -5.4777 -7.7588 -5.7844 0.0981 0.4951 -0.0558
O -4.8968 -6.9279 -4.7417 -1.5802 -0.9154 0.1211
C -3.5397 -6.5936 -4.8068 0.2130 0.8382 -1.0186
H -9.5329 -7.5634 -7.9207 0.9155 -0.5976 -0.7030
H -8.9468 -6.3969 -6.8592 0.2093 0.3407 0.1278
H -9.6023 -7.8387 -6.2786 0.8694 -0.9891 0.6855
H -7.4602 -8.4966 -5.0724 -0.0838 -0.4178 -0.3778
H -7.2260 -6.8025 -5.2228 -0.6613 0.5016 -0.6246
H -5.2361 -7.3422 -6.7622 0.1859 0.1137 -0.1447
H -5.0678 -8.7682 -5.7517 0.0608 -0.1075 0.1965
H -2.8698 -7.4095 -5.0781 -0.0412 -0.2879 0.3629
H -3.2274 -6.0527 -3.9135 -0.2276 -0.7044 0.4490
H -3.3847 -5.8138 -5.5524 -0.0267 0.0128 -0.6240
C 5.0411 0.9088 5.1179 0.7897 -0.9538 -0.7425
O 5.0611 2.1269 4.2989 -0.9841 -0.8111 2.1668
C 4.0935 3.0516 4.9553 0.8578 -0.3114 -1.7688
C 4.2623 4.3657 4.2226 0.6125 0.3789 -0.3816
O 4.4657 4.2025 2.7577 0.1168 -1.2092 1.7113
C 3.8741 5.2246 2.0301 -0.5414 2.1007 -0.8218
H 5.8194 0.2202 4.7889 0.0368 0.1655 -0.6914
H 4.1087 0.3489 5.0459 -0.2540 0.4042 -0.1587
H 5.3185 0.9740 6.1700 -0.3022 1.1395 0.1284
H 4.3317 3.1741 6.0119 0.3246 0.0235 -0.0391
H 3.0830 2.6450 4.9130 0.0242 -0.1571 -0.4166
H 5.1212 4.9034 4.6243 0.5199 -0.2748 -0.2809
H 3.4662 5.0534 4.5078 -0.5976 -0.2053 -0.7398
H 4.1787 5.2904 0.9856 -0.0253 -1.0827 -0.1395
H 4.2251 6.2119 2.3302 0.0577 0.1506 0.7503
H 2.7861 5.2367 2.0964 -0.0389 -0.2982 -0.0540
C -4.1208 2.7852 8.8016 -0.3717 -0.1008 -1.2352
O -4.5427 3.9316 8.0834 -1.2229 0.3630 1.8136
C -4.4992 3.8502 6.6752 1.1347 1.2189 1.0031
C -5.1328 5.1301 6.1215 -0.4045 -0.4685 -0.7627
O -6.4774 5.3504 6.4985 -0.3563 -1.2455 0.5949
C -7.3706 4.2542 6.1620 -0.4365 1.4552 1.2549
H -4.8122 1.9931 8.5139 0.1352 -0.5397 0.2623
H -4.1434 2.9087 9.8844 -0.1974 0.5102 -0.1999
H -3.1093 2.5061 8.5066 0.2375 -0.1588 -0.0253
H -4.9136 2.9313 6.2604 0.0519 -0.1009 0.0441
H -3.4167 3.9544 6.6008 0.2488 -0.5074 -1.7186
H -5.1541 5.1149 5.0318 0.5020 -0.4302 -0.3863
H -4.5340 6.0082 6.3629 -0.2381 -0.0390 0.5219
H -7.5851 4.2853 5.0938 -0.0062 -0.4788 0.0554
H -8.2532 4.4436 6.7729 -0.5109 0.8271 -0.6134
H -7.2260 3.2767 6.6220 1.4414 -0.3097 -0.6171
C 6.2440 -4.5969 -6.2166 -0.6330 1.9877 0.6351
O 6.2824 -3.1467 -6.2043 0.1282 0.6797 -0.3636
C 5.3861 -2.5320 -7.1577 -1.1152 -2.1717 0.7147
C 3.8252 -2.6402 -6.6766 3.1777 1.0440 -0.4815
O 3.1431 -2.0067 -7.7287 -1.2099 -0.6570 -0.3060
C 1.7397 -2.0217 -7.5514 -0.6291 0.4996 0.2797
H 6.9584 -4.9626 -5.4791 0.3010 0.1879 -0.3549
H 6.4337 -4.9284 -7.2375 -0.1580 -0.4853 0.1113
H 5.2672 -4.8244 -5.7898 -0.1364 -0.8419 -0.5310
H 5.4860 -3.1411 -8.0561 -0.5313 -0.3493 -0.3476
H 5.6976 -1.5704 -7.5654 0.0351 0.4164 1.2173
H 3.6453 -2.1380 -5.7260 0.1836 0.3667 0.0670
H 3.6670 -3.6972 -6.4626 -0.7001 -0.2135 -0.7051
H 1.4577 -1.5382 -6.6161 0.1430 -0.1912 0.4473
H 1.2632 -3.0008 -7.5996 0.4077 -0.4425 0.1821
H 1.1780 -1.4347 -8.2781 0.7479 0.1803 -0.5573
```
Forces are in eV/Å.

---

No. 2
Density functional theory data (ωB97M-V/def2-TZVPD) for C4H10S in the gas phase.

Calculated values
SMILES = CCCSC
highest occupied orbital energy = -8.395 eV
multiplicity = 1
relative energy (zero: lowest compared OMol25 entry of this formula, charge and spin) = 6.8 kcal/mol

Geometry as XYZ:
```
15
Properties=species:S:1:pos:R:3:forces:R:3
C 0.6804 0.1934 2.1901 0.4962 0.5869 0.2105
C -0.6997 0.4659 1.5911 -0.9238 -0.3390 0.2302
C -0.9638 -0.1372 0.2003 1.4252 0.4127 0.1899
S 0.4775 0.1567 -0.9152 -0.1365 -0.1907 0.1705
C -0.0524 -0.8852 -2.2881 -0.2877 -0.0226 -0.2978
H 1.2968 -0.4997 1.6174 -0.2862 -0.1199 -0.0691
H 0.6021 -0.1801 3.2063 -0.0868 -0.1744 0.0950
H 1.2855 1.0995 2.2784 -0.0923 0.0500 -0.1698
H -1.4346 0.0273 2.2810 -0.0012 -0.1926 -0.2919
H -1.0292 1.5100 1.6040 0.6861 0.1142 -0.1624
H -1.0385 -1.2200 0.2827 -0.4060 0.0171 -0.1389
H -1.7933 0.3604 -0.2754 -0.5814 -0.3235 0.0107
H -0.5760 -0.3094 -3.0374 -0.1752 0.2776 -0.1943
H -0.7444 -1.6565 -1.9575 0.0958 -0.1069 0.2210
H 0.7786 -1.3682 -2.7915 0.2739 0.0112 0.1964
```
Forces are in eV/Å.

---

No. 3
Density functional theory data (ωB97M-V/def2-TZVPD) for a 2-piece molecular cluster, C10H16IN2 overall.

Calculated values
highest occupied orbital energy = -11.288 eV
total charge = +1
multiplicity = 1
relative energy (zero: lowest compared OMol25 entry of this formula, charge and spin) = 1.9 kcal/mol

Geometry as XYZ:
```
29
Properties=species:S:1:pos:R:3:forces:R:3
C -2.6812 -1.1692 -2.1308 0.2425 1.7421 0.5761
C -2.1537 0.0675 -2.2568 -0.8800 0.7380 -1.4842
C -3.2355 -1.6765 -0.8761 3.2473 5.2806 0.5011
C -2.2609 1.1200 -1.1285 -2.0597 -2.0461 -0.6346
C -2.9076 -0.9479 0.2263 -1.3159 -1.7723 1.6491
C -2.2491 0.3431 0.1642 0.8509 0.5761 0.5136
C 2.9506 1.1110 0.3581 1.9575 0.7226 -3.0943
C 1.9776 0.0230 -0.0738 0.8475 -0.9329 0.1598
C -1.6851 0.9228 1.2218 -1.5858 -3.8330 1.3488
C 1.3436 -0.5249 1.1758 -0.2491 -0.8381 0.0045
N 1.6773 -0.0671 2.3648 -0.2433 -1.5426 0.2265
N 0.5655 -1.6186 1.0856 0.4669 0.4908 -0.0180
I -1.7668 0.0534 3.2252 0.0360 0.6720 -0.9114
H -2.7238 -1.7811 -2.9735 0.1448 -1.0613 -1.2330
H -1.7312 0.4086 -3.2791 -0.7875 -0.6123 1.8929
H -3.6922 -2.5491 -0.9153 -2.1441 -3.9051 0.3944
H -3.2300 1.7291 -1.0215 1.0071 -0.9652 -1.0329
H -3.1193 -1.3196 1.3068 0.1473 0.5613 -2.1936
H 2.4585 2.0076 0.4451 -1.4544 2.3427 0.2958
H 3.5506 1.0711 1.2474 0.2433 -1.0381 0.3565
H 3.7172 1.3685 -0.4647 -1.1873 -0.7552 1.0698
H 1.1286 0.3496 -0.8128 2.0032 -0.7580 1.0455
H 2.7093 -0.8584 -0.4123 -2.2832 1.5245 0.1504
H -1.2107 1.8006 1.1960 1.6828 3.3092 0.0754
H 1.4695 -0.6546 3.1678 -0.3972 0.4825 -0.0401
H 2.2954 0.6958 2.5463 0.3357 0.1996 -0.3364
H -0.2142 -1.6506 0.4502 0.1998 0.0289 -0.7362
H 0.4287 -2.2180 1.8694 -0.2408 0.0126 0.7886
H -1.4963 1.7870 -1.3704 1.4156 1.3769 0.6658
```
Forces are in eV/Å.